Record 1
Computed, not measured: a 2-piece molecular cluster, C6H10 overall at a distorted geometry, with ωB97M-V/def2-TZVPD.

The total charge is 0. Its LUMO energy is -2.11 eV. The HOMO energy comes out at -7.34 eV.

Each atom is followed by the atoms it is bonded to, with distances in Å.
Atoms and positions in Å:
1 C -1.379 -0.174 1.300  C2 1.569, C6 1.625, H7 1.132, H9 1.020
2 C -1.941 0.048 -0.147  C1 1.569, C6 1.648, H16 1.010
3 C 3.584 0.203 -0.278  C4 1.468, H12 1.106, H13 1.096
4 C 2.126 0.346 -0.180  C3 1.468, C5 1.396, H14 1.134
5 C 1.025 -0.262 0.426  C4 1.396, C6 1.493, H15 1.141
6 C -0.336 0.282 0.141  C1 1.625, C2 1.648, C5 1.493, H11 1.116
7 H -1.957 0.653 1.812  C1 1.132
8 H -4.775 -0.170 -1.694  H10 0.763
9 H -0.987 -0.913 1.885  C1 1.020
10 H -4.423 -0.827 -1.532  H8 0.763
11 H -0.161 1.354 -0.116  C6 1.116
12 H 4.230 1.096 -0.375  C3 1.106
13 H 4.136 -0.734 -0.417  C3 1.096
14 H 1.731 1.194 -0.821  C4 1.134
15 H 1.233 -1.341 0.734  C5 1.141
16 H -2.106 -0.754 -0.738  C2 1.010

***

Record 2
Computed, not measured: a 5-piece molecular cluster, C2H15N2O4 overall at a distorted geometry, with ωB97M-V/def2-TZVPD.

The total charge is +2. Its expectation value of S² is 0.76. Its LUMO energy (spin up / spin down) is -7.44 / -10.92 eV. As for the spin multiplicity: 2. The HOMO energy (spin up / spin down) comes out at -17.72 / -17.72 eV.

Each atom is followed by the atoms it is bonded to, with distances in Å.
Atoms and positions in Å:
1 C -0.831 0.476 1.349  C2 1.395, N4 1.305, H5 1.086
2 C -1.292 0.464 0.032  C1 1.395, N3 1.418, H6 1.082
3 N -0.529 -0.244 -0.931  C2 1.418, H7 1.026, H8 1.068, H9 1.035
4 N -1.362 1.159 2.326  C1 1.305, H10 1.008, H11 1.012
5 H 0.037 -0.098 1.660  C1 1.086
6 H -2.075 1.127 -0.310  C2 1.082
7 H 0.470 -0.250 -0.701  N3 1.026
8 H -0.598 -1.301 -0.793  N3 1.068
9 H -0.813 -0.207 -1.926  N3 1.035
10 H -2.100 1.813 2.119  N4 1.008
11 H -1.126 0.931 3.283  N4 1.012
12 H 3.438 -0.889 1.424  O14 0.959
13 H 3.668 -2.210 0.665  O14 0.963
14 O 3.023 -1.513 0.824  H12 0.959, H13 0.963
15 H 1.451 2.751 0.811  O17 0.967
16 H 1.565 1.952 -0.414  O17 0.970
17 O 1.050 1.969 0.407  H15 0.967, H16 0.970
18 H -0.794 0.674 -4.229  O20 0.962
19 H -1.739 1.534 -3.324  O20 0.961
20 O -1.089 0.827 -3.326  H18 0.962, H19 0.961
21 H -0.610 -2.949 0.958  O23 0.965
22 H 0.538 -3.261 0.023  O23 0.965
23 O -0.283 -2.755 0.072  H21 0.965, H22 0.965